Record 1
Density functional theory data (ωB97M-V with the def2-TZVPD basis set) for a molecular structure, C27H55BrFO18PS7 at a distorted geometry.

Results
HOMO level in eV: -9.8
Maximum force in eV Å⁻¹: 2.79
Net charge: 0
Energy relative to the best compared isomer or geometry (same formula, charge and spin) in kcal per mole: 0.0
Orbital gap in eV: 10.208

Atoms and positions in Å:
Br -1.06829 2.78076 -0.26840
S -6.35847 3.96814 6.12953
S 3.04792 -0.54597 0.42897
S 5.57933 -4.89206 -1.42636
S 0.04649 5.05173 4.65822
S -4.42948 0.73724 2.34788
S -1.23819 -1.85170 -7.52420
S 3.17717 -4.63808 -5.28086
P -3.63645 3.45301 2.26761
F -3.53792 0.60156 3.61221
O -6.17251 5.39000 6.27700
O -3.74060 1.93416 1.57736
O -0.71056 3.95750 5.22405
O -4.74561 4.24815 1.77771
O -5.60390 3.21084 5.16755
O 2.73116 0.80846 0.81342
O 3.48553 -5.93200 -4.70852
O 5.51691 -4.01812 -2.57348
O 0.12428 -2.30103 -7.67031
O 4.09527 -3.98522 -6.17784
O 2.15537 -1.63230 0.74547
O -1.85175 -1.69485 -6.23084
O -2.25066 4.14483 1.90695
O -5.74617 1.06160 2.72533
O 5.39901 -4.37553 -0.08939
O -4.20078 -0.41423 1.56552
O -3.66718 3.32013 3.84112
O 0.74829 4.92835 3.40557
C -0.72095 2.32762 2.59563
C -6.20879 3.17268 7.73891
C 7.10418 -5.82783 -1.47616
C -3.23780 -1.86051 -9.22052
C 1.55355 -4.69654 -6.04917
C 4.48064 -6.29238 -1.65314
C -1.00374 6.49579 4.61725
C 5.54638 -1.15341 -0.27822
C -0.78813 7.15129 5.97779
C 2.73445 -3.49419 -3.97670
C 0.60037 1.63126 2.21396
C 1.51851 -2.75415 -4.52692
C 6.69035 -7.24239 -1.08466
C 5.38089 -7.51802 -1.83588
C 0.64079 -3.82081 -5.18707
C -8.35610 2.40023 6.78687
C -1.44638 -0.33226 -8.46176
C -1.06891 3.40356 1.59373
C 4.71115 -0.94044 0.98934
C 3.42114 -0.57153 -1.32050
C 0.72314 7.08199 6.24409
C -2.30474 -2.86174 -8.54676
C 4.92028 -0.30663 -1.39345
C 1.18224 5.65534 5.91195
C -2.34870 -0.68531 -9.65120
C -7.61344 2.67465 8.10211
C -8.09777 3.61353 5.89998
H 3.85737 -6.11475 -2.52621
H -0.65188 7.13479 3.80788
H 0.47220 1.05525 1.30954
H -0.46861 0.02244 -8.77651
H -1.67636 -3.37005 -9.27759
H 4.89055 -8.42007 -1.47360
H 1.37189 2.39147 2.11933
H -0.27294 4.14063 1.61262
H -2.93901 0.17497 -9.96194
H 6.58983 -0.88795 -0.11024
H 4.67046 -1.83344 1.60873
H 0.16699 -4.43108 -4.41334
H -2.03304 6.19222 4.43478
H 5.07086 -0.09678 1.57593
H -3.75573 -2.30761 -10.06732
H -5.82988 3.89691 8.45547
H 7.82686 -5.38138 -0.79695
H 7.47667 -5.79161 -2.49955
H -7.56312 1.78665 8.73077
H 5.12093 0.75280 -1.21536
H -1.91306 0.39943 -7.80496
H 1.65074 -4.30046 -7.05813
H 1.10603 4.99599 6.77435
H 3.17710 -1.56711 -1.69137
H -0.54538 2.82210 3.55556
H -0.14844 -3.37001 -5.78623
H -1.15479 8.17596 5.98575
H -1.32551 6.59490 6.74844
H 2.19272 5.62737 5.51276
H 1.83248 -2.02323 -5.27545
H -2.81986 -3.58914 -7.92339
H 2.47363 -4.07919 -3.09428
H 5.58998 -7.66206 -2.89753
H -8.14389 3.44500 8.66548
H 1.21897 -5.73066 -6.08470
H -5.50377 2.35017 7.63538
H -3.99050 -1.51512 -8.50891
H 3.58354 -2.85187 -3.76102
H 5.32194 -0.56600 -2.37225
H 0.96390 7.33910 7.27423
H -8.66024 4.48191 6.24236
H 2.81938 0.17810 -1.83015
H -7.95265 1.50211 6.31444
H 0.98620 -2.22310 -3.73858
H 0.90207 0.95634 3.01467
H -8.29092 3.43310 4.84512
H 6.51673 -7.29462 -0.00749
H -9.42186 2.24567 6.94868
H -2.81803 2.93778 4.13057
H 1.23977 7.79518 5.59916
H -1.47369 1.54200 2.67888
H 5.51146 -2.20327 -0.55974
H 7.46381 -7.96645 -1.33625
H -1.73542 -0.98657 -10.50253
H 3.86272 -6.37189 -0.76002


Record 2
Density functional theory data (ωB97M-V with the def2-TZVPD basis set) for 5 unconnected molecules or ions with the total composition C27H55BrIN6O6 at a distorted geometry.

Results
HOMO level in eV: -10.4
Maximum force in eV Å⁻¹: 1.33
Net charge: +1
Energy relative to the best compared isomer or geometry (same formula, charge and spin) in kcal per mole: 0.0
Orbital gap in eV: 6.074

Atoms and positions in Å:
I -4.67798 6.10604 -3.28393
Br 3.51398 8.16252 -3.33644
O 4.01420 -3.68391 3.78454
O -4.37027 2.75582 1.00909
O -2.38884 5.90494 -1.49152
O 0.12075 0.42015 -3.82422
O 0.41378 4.79904 -6.36020
O -2.86378 -4.48539 -0.06534
N -4.86874 1.43599 3.53809
N -0.32863 -3.49227 0.87903
N 2.04475 -5.53174 2.75476
N -0.31288 5.47345 -4.21113
N 0.15085 -1.17937 -1.46273
N 0.71864 3.16807 -0.97431
C -0.55933 3.17150 -1.38486
C 0.56318 -1.76163 -2.74615
C -2.31475 4.01708 -2.94317
C 3.44925 -5.93246 2.87991
C -3.10200 -5.86206 0.17965
C 3.15252 6.53743 -2.32767
C -1.19090 -4.93027 2.63918
C -2.90780 5.32267 -2.40225
C -0.88961 3.92768 -2.45889
C 1.36644 0.95842 -4.20347
C 4.37590 -3.88109 5.13935
C -2.50778 2.01522 3.51664
C 4.39549 -4.72244 2.90206
C 1.67068 3.88138 -1.56405
C 1.39925 4.67071 -2.64068
C -2.80199 -3.67041 1.08776
C 3.59625 -6.84963 4.09027
C -3.54640 3.90078 1.08576
C -1.44737 -3.67673 1.81167
C -3.73929 1.52834 1.32087
C -0.03014 -0.98767 -3.92966
C 2.38324 6.86795 -1.04327
C 0.08023 4.68980 -3.11944
C 2.08456 -1.86797 -2.77597
C 2.45514 5.52555 -3.28196
C 0.06442 5.12679 -5.32844
C -3.61138 1.22310 2.82119
H 2.41941 -2.63975 -2.08428
H 1.17704 1.99272 -4.50487
H 2.67797 3.86905 -1.17821
H 1.82277 0.42150 -5.03881
H -3.76413 -6.00948 1.03672
H 5.33169 -4.40450 5.22985
H -3.95407 4.65310 0.41114
H -2.75765 1.46638 0.82153
H -3.58164 -6.27608 -0.70662
H 0.36366 -1.34723 -4.88748
H 4.38772 -4.27141 1.90594
H 2.44152 -2.13415 -3.77225
H -2.06832 -5.20708 3.22826
H -2.16671 -6.40256 0.33836
H 1.85865 -4.84671 3.48240
H 4.64723 -7.03739 4.31950
H 5.42979 -5.03221 3.10278
H -2.79909 3.04822 3.70510
H -1.58922 2.01940 2.92276
H -0.43739 -2.60756 0.39186
H -2.27718 1.56739 4.48204
H 3.12104 -6.43544 4.97910
H 3.12147 -7.81014 3.89179
H 2.75214 6.26977 -0.21210
H -5.58543 0.82800 3.15156
H 0.96132 2.62723 -0.15161
H -1.45458 -2.82653 2.50201
H 3.60195 -4.43056 5.67996
H 2.05956 6.08022 -4.12039
H -2.27860 4.05441 -4.02626
H -2.90399 3.16150 -2.62446
H 2.05228 0.97539 -3.34802
H -0.91130 -5.78190 2.02162
H -5.19778 2.37352 3.32266
H -0.43339 -4.18725 0.14339
H -0.86516 -1.20536 -1.40181
H -2.98772 -2.65187 0.72904
H 4.11257 6.12109 -2.04472
H -3.62042 -3.91784 1.77650
H 1.92051 -5.00546 1.89255
H 0.16617 -2.77866 -2.79707
H 3.70923 -6.51961 1.99387
H 2.60102 7.89859 -0.78147
H 3.21551 4.86830 -3.70580
H -3.35366 0.16308 2.90582
H 0.36967 -0.18717 -1.49921
H -4.37072 0.75835 0.87125
H -1.10788 -1.16342 -3.94630
H -1.32284 2.61614 -0.86747
H -2.51783 3.67690 0.77896
H 4.47190 -2.89883 5.60180
H -3.54361 4.32493 2.09145
H 1.30302 6.80138 -1.14503
H 2.56936 -0.93800 -2.47590
H -0.36949 -4.75783 3.32853


Record 3
Density functional theory data (ωB97M-V with the def2-TZVPD basis set) for 6 unconnected molecules or ions with the total composition C27H55N3O15S2 at a distorted geometry.

Results
HOMO level in eV: -9.2
Maximum force in eV Å⁻¹: 7.70
Net charge: 0
Orbital gap in eV: 8.595

Atoms and positions in Å:
S -5.42132 -0.45223 -1.28011
S -2.89406 -0.89796 -4.37760
O -0.32449 1.46017 3.46094
O 0.97105 -3.02053 5.74539
O -0.10615 4.32848 -1.36356
O -3.80448 0.07574 -3.27561
O 0.27879 6.53447 -1.40399
O 1.28277 7.16478 4.33215
O -0.16172 8.56403 3.34637
O -3.16707 -2.49534 -3.74954
O -3.16231 -0.65766 -5.89269
O 1.97067 -7.85299 -1.52377
O -0.86803 -0.13414 1.98481
O 1.13823 -7.24976 -3.51358
O 1.16381 -0.80793 5.45650
O -2.63099 -0.05392 -1.19538
O -1.44588 -0.37432 -4.09021
N 3.24245 0.68364 -1.74076
N 1.36349 -1.11432 -1.92865
N 3.09438 -1.07310 -0.01327
C -0.15691 -4.88798 4.66274
C -0.03576 -3.18258 -2.39839
C 0.19612 -4.21399 5.97348
C 0.65592 -2.23626 -1.20433
C 2.17372 -7.53193 -2.69393
C -0.97772 2.62316 -2.86824
C -0.97658 3.18397 -1.46025
C 2.55627 -0.57555 -1.17357
C -1.75103 5.82413 -2.41362
C -0.48555 9.61302 2.41275
C -1.31761 -4.05796 -1.87059
C 2.00347 8.10811 2.27428
C 1.44347 0.04491 2.50351
C -3.67828 -0.71256 -2.01659
C -0.00054 0.42956 2.65063
C -1.00855 -1.70639 5.11335
C -0.46866 5.59340 -1.66726
C -0.96312 9.03568 1.09535
C -2.53664 -3.18014 -1.21401
C 1.42810 3.12641 3.75052
C 1.03056 7.93253 3.40449
C 1.51466 -7.78051 -5.86058
C 1.27169 -6.69112 -4.83533
C 0.57348 2.06424 4.41260
C -3.42608 -2.32081 -2.31146
C 3.56615 -7.53966 -3.25592
C 0.44485 -1.80607 5.47728
H -0.14370 -1.80907 -0.46382
H -1.98171 3.42241 -1.09907
H 1.34941 -2.96047 -0.60191
H -1.36127 3.34879 -3.59018
H 3.01728 8.06250 2.68075
H 2.53415 1.14366 -2.35616
H 1.86622 0.56121 1.64005
H -1.39309 -0.75265 5.48432
H -1.78670 -4.67524 -2.77815
H 3.92763 -0.46899 0.23831
H -2.17365 6.77826 -2.08784
H 1.66217 -1.45327 -2.87150
H 0.81458 -3.97417 -2.67250
H -1.29848 10.18988 2.86733
H -5.41877 -1.07283 0.00033
H 0.35350 10.30511 2.29194
H 2.03879 -5.91096 -4.85717
H -0.57275 2.43100 -0.77452
H -1.10964 -1.73921 4.02728
H -3.29579 -3.97026 -0.74118
H -0.05684 2.53485 5.17515
H 0.79667 3.87927 3.26800
H -1.81760 8.37071 1.25664
H 2.04495 0.25109 3.38804
H 3.31416 1.33099 -0.89952
H 0.74940 -5.10727 4.08929
H -0.94412 -4.89190 -1.10347
H -0.68276 -4.00071 6.58965
H 1.16788 1.30472 4.92971
H 2.06522 2.70179 2.97037
H -0.69498 -5.82282 4.84319
H -1.54064 5.86829 -3.48350
H 3.70556 -6.85633 -4.09275
H -4.53382 -2.74285 -2.17192
H -2.51420 5.07180 -2.21805
H 1.86608 7.30021 1.55368
H 4.25593 -7.20910 -2.47486
H 1.49882 -1.03499 2.34274
H 2.44977 -8.31289 -5.66825
H 1.55782 -7.35804 -6.86838
H -2.20619 -2.49716 -0.29929
H -0.22220 -2.56686 -3.37791
H -1.59407 1.72142 -2.92300
H 1.92178 9.07039 1.77028
H -3.15055 0.37512 -0.44632
H 0.83055 -4.88534 6.56261
H 0.04119 2.37397 -3.18138
H 0.71346 -8.52554 -5.82405
H 0.32050 -6.19502 -5.05759
H -1.62830 -2.47979 5.56549
H -1.26202 9.83441 0.41074
H -0.78001 -4.24575 4.03495
H 2.06663 3.62143 4.48758
H -0.18539 8.43870 0.61201
H 3.82461 -8.55518 -3.56051